[1]
{"formula": "C41H43ClN5NaO5S2", "method": "wB97M-V/def2-TZVPD", "e_above_lowest_ev": 0.000, "charge": -2, "multiplicity": 1, "homo_ev": -1.905, "e_tot_ev": -99508.37150, "mol_weight_g_mol": 808.4, "gap_ev": 5.6, "elements": ["Na", "C", "C", "N", "N", "C", "S", "S", "C", "C", "C", "C", "C", "C", "C", "C", "C", "C", "C", "C", "C", "O", "H", "H", "H", "H", "H", "H", "H", "H", "H", "H", "H", "H", "H", "H", "C", "C", "C", "C", "C", "C", "C", "N", "C", "C", "C", "C", "C", "C", "C", "N", "C", "C", "C", "C", "H", "H", "H", "H", "H", "H", "H", "H", "H", "H", "H", "H", "H", "H", "H", "H", "H", "H", "H", "H", "H", "H", "H", "H", "N", "C", "C", "C", "C", "C", "C", "C", "H", "H", "H", "H", "H", "O", "Cl", "O", "O", "O"], "coordinates": [[1.36723, 0.35330, -0.73232], [3.56605, 0.74323, 3.55732], [2.60509, 0.59736, 2.43559], [2.94378, 0.36688, 1.22069], [4.36995, 0.33459, 0.96660], [4.68918, -0.17816, -0.15110], [3.71709, -0.93222, -1.31748], [6.36465, 0.01128, -0.71688], [7.13495, 1.19078, 0.38644], [6.72672, 2.65519, 0.29407], [5.60312, 3.10226, -0.33108], [5.33170, 4.46393, -0.51904], [6.10491, 5.40028, 0.11840], [7.24183, 4.98434, 0.82056], [7.56429, 3.65141, 0.84955], [1.17819, 0.81483, 2.75145], [0.75686, 0.31220, 3.95923], [-0.55243, 0.48689, 4.41964], [-1.40030, 1.24596, 3.63433], [-0.98785, 1.88315, 2.46423], [0.33666, 1.63351, 1.90037], [0.62215, 2.12561, 0.76298], [3.46081, 1.76857, 3.97842], [3.44201, -0.05110, 4.25669], [4.57210, 0.67852, 3.12639], [6.99233, 0.90656, 1.44107], [8.19314, 1.13485, 0.10975], [4.95881, 2.38974, -0.79867], [4.55383, 4.81819, -1.17662], [5.92147, 6.46265, -0.08645], [7.89190, 5.70164, 1.28984], [8.49349, 3.39990, 1.40677], [1.39755, -0.31227, 4.58056], [-0.87901, -0.01244, 5.32905], [-2.44414, 1.37376, 3.86488], [-1.67327, 2.51266, 1.86022], [0.11291, -4.26482, 4.44892], [-0.83402, -4.34801, 3.25804], [-0.80742, -5.74013, 2.62040], [-2.26496, -4.03376, 3.76464], [-0.36290, -3.33560, 2.20105], [0.96785, -3.34480, 1.76659], [1.32461, -2.45715, 0.76614], [0.51107, -1.67807, 0.08937], [-0.77315, -1.78346, 0.43775], [-1.25819, -2.55235, 1.49932], [-1.66804, -0.84103, -0.30841], [-2.97814, -1.06938, -0.48407], [-3.80576, -0.10117, -1.03679], [-3.19426, 1.05801, -1.53707], [-1.78616, 1.13029, -1.45109], [-1.06937, 0.23464, -0.81144], [-5.32924, -0.28712, -1.27399], [-6.07212, 1.05514, -1.62792], [-5.90988, -0.82319, 0.01219], [-5.52122, -1.30949, -2.36718], [-0.27873, -4.92551, 5.23380], [0.21201, -3.27662, 4.85551], [1.11236, -4.56796, 4.15695], [-1.12468, -6.45504, 3.37216], [0.19833, -6.04975, 2.28424], [-1.52833, -5.82353, 1.78601], [-2.52472, -4.86733, 4.50228], [-2.92298, -4.16076, 2.92642], [-2.33688, -3.05212, 4.20337], [1.72793, -3.99026, 2.25370], [2.36350, -2.45788, 0.44006], [-2.33216, -2.56430, 1.71274], [-3.38526, -2.03597, -0.23041], [-3.79209, 1.81559, -1.96185], [-1.26001, 1.93742, -1.92129], [-5.86721, 1.86941, -0.92648], [-7.17298, 0.89846, -1.58251], [-5.85235, 1.41721, -2.63645], [-5.62911, -0.05385, 0.76986], [-5.46112, -1.75020, 0.32103], [-6.98395, -0.93519, -0.06958], [-5.06470, -1.10199, -3.30980], [-6.60631, -1.54105, -2.54754], [-5.03163, -2.20262, -2.05023], [2.55143, 4.12812, -5.06839], [1.48224, 3.68748, -5.09840], [0.14947, 3.17774, -5.15630], [-0.76794, 4.07440, -5.76628], [-2.06672, 3.66278, -5.86954], [-2.45364, 2.41743, -5.35290], [-1.52762, 1.56387, -4.78898], [-0.21934, 1.94733, -4.66565], [-0.42286, 4.99319, -6.22943], [-2.74630, 4.30765, -6.34525], [-3.46369, 2.02022, -5.47204], [-1.87477, 0.62084, -4.37964], [0.47978, 1.29128, -4.15599], [-1.54553, -4.18125, -4.80050], [-1.79354, -3.11508, -3.83798], [-1.06330, -3.36959, -2.63674], [-3.22164, -3.03908, -3.50275], [-1.40146, -1.83986, -4.37710]], "mulliken_charge": [0.74, -1.20, -0.88, 0.57, -0.65, 0.11, -0.45, -0.19, -0.81, 0.59, -0.04, -0.93, -0.28, -0.49, -0.38, 1.38, -0.14, -0.93, -0.29, -0.67, 0.60, -0.99, 0.30, 0.32, 0.28, 0.24, 0.43, 0.38, 0.42, 0.30, 0.36, 0.26, 0.09, 0.38, 0.36, 0.29, -1.78, 2.01, -1.64, -1.97, 0.83, -0.76, -0.85, -0.07, -0.26, -0.09, 0.14, -0.94, 0.74, -1.22, -1.53, 0.43, 2.37, -2.04, -1.79, -1.81, 0.46, 0.32, 0.37, 0.48, 0.33, 0.35, 0.45, 0.43, 0.33, 0.24, 0.19, 0.49, 0.73, 0.58, 0.90, 0.39, 0.43, 0.33, 0.36, 0.33, 0.49, 0.29, 0.40, 0.45, -0.54, 0.00, 0.67, -0.74, -0.51, -0.69, -0.12, -0.66, 0.42, 0.43, 0.44, 0.68, 0.65, -0.73, 1.70, -0.64, -0.67, -0.66]}

***

[2]
{"formula": "C3H3ClN2O", "method": "wB97M-V/def2-TZVPD", "e_above_lowest_ev": 0.780, "charge": 0, "multiplicity": 1, "homo_ev": -9.029, "e_tot_ev": -20708.75960, "smiles": "Oc1[nH]ncc1Cl", "mol_weight_g_mol": 118.5, "gap_ev": 9.6, "elements": ["O", "C", "N", "N", "C", "C", "Cl", "H", "H", "H"], "coordinates": [[-1.66302, -1.15656, -0.02998], [-0.54423, -0.36104, 0.11976], [-0.02338, -0.10716, 1.27977], [1.04343, 0.65382, 1.24496], [1.25060, 0.82843, -0.04239], [0.25127, 0.18151, -0.83339], [-0.03729, -0.05592, -2.50427], [-2.00195, -0.93797, -0.94487], [-0.31320, -0.56838, 2.12059], [2.03778, 1.52328, -0.41019]], "nbo_charge": [-0.66, 0.42, -0.34, -0.26, -0.04, -0.26, 0.02, 0.50, 0.41, 0.22]}

***

[3]
{"formula": "C4H5N2", "method": "wB97M-V/def2-TZVPD", "e_above_lowest_ev": 4.063, "charge": 1, "multiplicity": 1, "homo_ev": -16.465, "e_tot_ev": -7196.48830, "mol_weight_g_mol": 81.1, "gap_ev": 10.5, "elements": ["C", "C", "C", "C", "N", "N", "H", "H", "H", "H", "H"], "coordinates": [[-1.81517, 0.25701, 0.53786], [0.02091, 0.39428, 0.28153], [-0.89310, -1.04482, -0.53920], [1.37513, 0.68643, 0.13930], [-0.92936, 1.12461, 0.82649], [-2.22806, -0.72002, -0.00493], [-0.73051, -0.81986, -1.59284], [-0.23742, -1.81220, -0.12647], [1.64768, 1.62140, 0.41203], [1.81602, 0.21764, -0.73688], [1.97389, 0.09552, 0.80310]], "nbo_charge": [0.81, 0.46, -0.20, -0.76, -0.43, -0.33, 0.27, 0.27, 0.29, 0.30, 0.32]}

***

[4]
{"formula": "C19H30N2O6S", "method": "wB97M-V/def2-TZVPD", "e_above_lowest_ev": 1.045, "charge": 0, "multiplicity": 1, "homo_ev": -8.713, "e_tot_ev": -46289.16406, "smiles": "CC[C@@H](NS(=O)(=O)c1ccc(C)cc1)C(=O)N1CCOCCOCCOCC1", "mol_weight_g_mol": 414.5, "gap_ev": 9.4, "elements": ["C", "C", "C", "N", "S", "O", "O", "C", "C", "C", "C", "C", "C", "C", "C", "O", "N", "C", "C", "O", "C", "C", "O", "C", "C", "O", "C", "C", "H", "H", "H", "H", "H", "H", "H", "H", "H", "H", "H", "H", "H", "H", "H", "H", "H", "H", "H", "H", "H", "H", "H", "H", "H", "H", "H", "H", "H", "H"], "coordinates": [[0.14882, 4.49599, 0.58514], [-0.49657, 3.33466, 1.32834], [-0.17897, 1.99457, 0.65736], [1.25543, 1.73121, 0.68750], [1.60683, 0.48746, -0.39457], [0.94416, -0.73225, -0.01380], [1.32889, 0.99426, -1.70640], [3.36372, 0.32999, -0.14512], [3.83272, -0.54436, 0.81549], [5.19484, -0.63006, 1.04321], [6.08572, 0.15516, 0.31747], [7.56069, 0.04315, 0.54922], [5.58730, 1.02850, -0.64534], [4.22677, 1.12006, -0.87828], [-0.84858, 0.85184, 1.42680], [-0.33136, 0.48405, 2.47322], [-1.98781, 0.31711, 0.95592], [-2.63940, 0.70269, -0.27801], [-2.01769, 0.06871, -1.54337], [-2.97586, -0.12714, -2.56366], [-3.62292, -1.37909, -2.58916], [-4.96960, -1.42028, -1.83919], [-4.89662, -1.46055, -0.42815], [-4.84597, -2.72535, 0.18157], [-3.50423, -3.48108, 0.02719], [-2.36011, -2.67082, -0.00417], [-1.88030, -2.15982, 1.22049], [-2.51271, -0.83236, 1.67362], [1.22249, 4.34217, 0.52584], [-0.04849, 5.43326, 1.10007], [-0.24376, 4.56408, -0.42653], [-0.13350, 3.29776, 2.35716], [-1.58143, 3.45988, 1.35658], [-0.45252, 2.01569, -0.39619], [1.49622, 1.42509, 1.62757], [3.12480, -1.14885, 1.36048], [5.57265, -1.31171, 1.79101], [7.98347, -0.70313, -0.12379], [7.77222, -0.26643, 1.56951], [8.05782, 0.99003, 0.35407], [6.27251, 1.63954, -1.21431], [3.81594, 1.78365, -1.62182], [-2.65615, 1.79160, -0.36291], [-3.67243, 0.35583, -0.21524], [-1.25173, 0.71646, -1.97790], [-1.54110, -0.87745, -1.27050], [-2.95066, -2.15547, -2.21435], [-3.84203, -1.57166, -3.64571], [-5.54920, -2.27882, -2.20445], [-5.51487, -0.49996, -2.07197], [-5.04457, -2.52932, 1.23935], [-5.64825, -3.37211, -0.20595], [-3.49458, -4.01345, -0.92922], [-3.43673, -4.22340, 0.83703], [-0.81168, -1.98609, 1.05887], [-2.01168, -2.91014, 2.01212], [-3.59413, -0.84715, 1.54916], [-2.26093, -0.68975, 2.72793]], "nbo_charge": [-0.61, -0.39, -0.17, -0.84, 2.30, -0.95, -0.95, -0.37, -0.11, -0.24, 0.02, -0.63, -0.22, -0.15, 0.70, -0.67, -0.43, -0.26, -0.09, -0.54, -0.10, -0.10, -0.55, -0.09, -0.09, -0.55, -0.09, -0.25, 0.22, 0.21, 0.20, 0.21, 0.21, 0.23, 0.41, 0.23, 0.22, 0.23, 0.22, 0.22, 0.22, 0.24, 0.20, 0.24, 0.20, 0.20, 0.19, 0.19, 0.17, 0.20, 0.18, 0.17, 0.18, 0.17, 0.23, 0.17, 0.21, 0.24]}

***

[5]
{"formula": "C41H32BrCl5MoN5O6", "method": "wB97M-V/def2-TZVPD", "e_above_lowest_ev": 0.338, "charge": 1, "multiplicity": 1, "homo_ev": [-10.141, -10.310], "e_tot_ev": -197277.06067, "mol_weight_g_mol": 1043.8, "gap_ev": [6.5, 6.6], "elements": ["Mo", "O", "C", "C", "C", "C", "C", "C", "C", "O", "N", "N", "C", "C", "Br", "C", "C", "C", "C", "C", "C", "C", "H", "H", "H", "H", "H", "H", "H", "H", "H", "H", "H", "H", "H", "H", "O", "C", "C", "O", "O", "C", "C", "C", "C", "C", "C", "C", "C", "C", "C", "C", "C", "H", "H", "H", "H", "H", "H", "H", "H", "H", "H", "H", "Cl", "C", "C", "C", "Cl", "C", "Cl", "C", "Cl", "C", "Cl", "C", "N", "C", "C", "C", "N", "C", "O", "N", "H", "H", "H", "H", "H", "H", "H"], "coordinates": [[-0.54970, 0.68944, -0.21103], [3.34230, 0.33243, 0.60930], [3.52936, 1.65849, 0.84949], [4.75439, 2.25832, 0.56993], [4.95434, 3.60763, 0.78445], [3.92533, 4.38109, 1.29350], [2.71497, 3.78632, 1.59245], [2.49768, 2.42742, 1.39121], [1.10107, 1.91066, 1.68069], [0.31264, 2.04422, 0.56833], [1.03212, 0.49002, 2.05026], [-0.18103, -0.05809, 1.66204], [-0.87519, -0.64595, 2.62096], [-1.97753, -1.50635, 2.46828], [-2.14554, -2.40678, 0.77102], [-2.87980, -1.84826, 3.43518], [-3.13425, -1.16222, 4.67246], [-3.83811, -1.82303, 5.69272], [-4.19426, -1.15806, 6.84629], [-3.89120, 0.18725, 7.00313], [-3.18963, 0.85382, 6.01172], [-2.79978, 0.18345, 4.87206], [4.19314, -0.06900, 0.38210], [5.55660, 1.65039, 0.17358], [5.90976, 4.05207, 0.55329], [4.06801, 5.43608, 1.46459], [1.90938, 4.38257, 1.99440], [0.67503, 2.53349, 2.50080], [1.23152, 0.34738, 3.04489], [-0.53071, -0.52348, 3.64979], [-3.52892, -2.68853, 3.23315], [-4.09250, -2.86516, 5.57272], [-4.73453, -1.67887, 7.62125], [-4.21774, 0.71935, 7.88157], [-2.97387, 1.90753, 6.11125], [-2.29598, 0.72095, 4.08884], [1.37610, -1.27101, -0.45665], [1.01902, -2.07396, -1.56420], [-0.45271, -1.72570, -1.91677], [-1.12379, -2.32175, -2.72221], [-0.84378, -0.68675, -1.25026], [1.92241, -1.83607, -2.76795], [3.28490, -1.65034, -2.55245], [4.14615, -1.43347, -3.61371], [3.65673, -1.41650, -4.90894], [2.30819, -1.63468, -5.13152], [1.44591, -1.84771, -4.07039], [1.11802, -3.55332, -1.19568], [0.61215, -4.53592, -2.03628], [0.76583, -5.87235, -1.71231], [1.44761, -6.23941, -0.56430], [1.95447, -5.26103, 0.27280], [1.79246, -3.92327, -0.04030], [2.12991, -0.70615, -0.68133], [3.68260, -1.71491, -1.54956], [5.20287, -1.29709, -3.43044], [4.32463, -1.24739, -5.73942], [1.91925, -1.65173, -6.13904], [0.40183, -2.03286, -4.26391], [0.07836, -4.26248, -2.93039], [0.35132, -6.63049, -2.36023], [1.57592, -7.28294, -0.31923], [2.48053, -5.53722, 1.17500], [2.18201, -3.16307, 0.61930], [-2.04697, 2.42678, 2.33541], [-3.12891, 1.46340, 1.40363], [-2.63249, 0.95700, 0.19213], [-3.62661, 0.43694, -0.65855], [-3.23223, 0.09867, -2.29106], [-4.94499, 0.23396, -0.24995], [-6.07459, -0.48147, -1.31676], [-5.34361, 0.62108, 1.03288], [-6.93560, 0.32172, 1.56966], [-4.43608, 1.30198, 1.84938], [-4.94975, 1.91260, 3.36431], [1.76397, 1.97054, -4.68708], [0.72758, 2.44691, -3.79553], [0.00409, 3.55325, -4.08814], [-0.96592, 3.99109, -3.24242], [-1.26024, 3.21265, -2.09744], [-0.59102, 2.06737, -1.86873], [0.48475, 1.74324, -2.63567], [1.23151, 0.83881, -2.27757], [-2.18823, 3.60447, -1.22072], [2.08985, 2.78302, -5.33188], [1.38103, 1.15122, -5.29903], [2.60305, 1.59759, -4.10100], [0.25327, 4.06859, -5.00201], [-1.51054, 4.89748, -3.44073], [-2.72186, 4.44061, -1.38094], [-2.38570, 3.02350, -0.41851]], "mulliken_charge": [-0.79, -0.40, 1.01, -0.76, -0.67, -0.85, -0.83, -0.54, 0.98, -0.41, -0.76, 0.96, -0.97, 0.42, -0.05, -1.00, 0.82, -0.82, -0.59, -0.49, -0.72, -0.12, 0.28, 0.37, 0.42, 0.43, 0.43, 0.48, 0.30, 0.62, 0.40, 0.44, 0.40, 0.41, 0.45, 0.26, 0.27, 3.66, -0.92, -0.60, 0.43, -0.39, -0.02, -1.17, -0.52, -1.11, -0.21, -0.40, -0.29, -1.02, -0.55, -1.07, -0.22, 0.02, 0.61, 0.46, 0.43, 0.50, 0.51, 0.48, 0.44, 0.43, 0.45, 0.44, -0.03, 2.22, -2.18, 1.09, -0.14, 0.00, -0.19, 0.31, -0.18, -0.10, -0.11, -0.95, 0.21, -0.24, -1.28, 0.89, 0.87, -0.77, -0.14, -0.11, 0.42, 0.32, 0.21, 0.43, 0.47, 0.25, -0.03]}

***

[6]
{"formula": "C7H12KN3O7", "method": "wB97M-V/def2-TZVPD", "e_above_lowest_ev": 3.762, "charge": 0, "multiplicity": 1, "homo_ev": -6.455, "e_tot_ev": -42573.14942, "mol_weight_g_mol": 289.3, "gap_ev": 4.5, "elements": ["K", "O", "C", "O", "O", "H", "C", "N", "O", "O", "H", "H", "H", "C", "N", "O", "O", "H", "H", "H", "N", "C", "C", "C", "C", "H", "H", "H", "H", "H"], "coordinates": [[14.72551, -2.70296, -2.96635], [13.85079, -0.15188, -6.29092], [12.82289, 0.58146, -5.94551], [12.03113, 0.09124, -5.18804], [12.73076, 1.70789, -6.34906], [14.32241, 0.56711, -6.71778], [14.73733, 2.34273, -10.76670], [14.10528, 1.03432, -11.09642], [14.87966, 0.08322, -11.31935], [12.89066, 0.97493, -11.37956], [15.21750, 2.84998, -11.60350], [15.62846, 2.11183, -10.18302], [14.11413, 3.04605, -10.21436], [12.50907, 7.26037, -4.52814], [13.11018, 7.99570, -5.68970], [12.38620, 8.17182, -6.65319], [14.32092, 8.44606, -5.63863], [13.13352, 7.65399, -3.72612], [12.74173, 6.19619, -4.48939], [11.47678, 7.42921, -4.22160], [20.30130, -1.09067, -3.86125], [20.04546, -1.40659, -5.14125], [18.96727, -0.58257, -5.52401], [18.52534, 0.17648, -4.41712], [19.37160, -0.20049, -3.40264], [21.00966, -1.55864, -3.31414], [20.75479, -2.05284, -5.63683], [18.57680, -0.44915, -6.52207], [17.92833, 1.06704, -4.54706], [19.40270, 0.18297, -2.39349]], "nbo_charge": [0.99, -0.75, 0.90, -0.82, -0.81, 0.48, -0.49, 0.51, -0.38, -0.35, 0.24, 0.23, 0.25, -0.50, 0.51, -0.33, -0.41, 0.23, 0.26, 0.24, -0.50, -0.09, -0.30, -0.33, -0.09, 0.41, 0.22, 0.23, 0.24, 0.21]}

***

Repeat the second record exactly.
{"formula": "C3H3ClN2O", "method": "wB97M-V/def2-TZVPD", "e_above_lowest_ev": 0.780, "charge": 0, "multiplicity": 1, "homo_ev": -9.029, "e_tot_ev": -20708.75960, "smiles": "Oc1[nH]ncc1Cl", "mol_weight_g_mol": 118.5, "gap_ev": 9.6, "elements": ["O", "C", "N", "N", "C", "C", "Cl", "H", "H", "H"], "coordinates": [[-1.66302, -1.15656, -0.02998], [-0.54423, -0.36104, 0.11976], [-0.02338, -0.10716, 1.27977], [1.04343, 0.65382, 1.24496], [1.25060, 0.82843, -0.04239], [0.25127, 0.18151, -0.83339], [-0.03729, -0.05592, -2.50427], [-2.00195, -0.93797, -0.94487], [-0.31320, -0.56838, 2.12059], [2.03778, 1.52328, -0.41019]], "nbo_charge": [-0.66, 0.42, -0.34, -0.26, -0.04, -0.26, 0.02, 0.50, 0.41, 0.22]}

***

Q: Which value of multiplicity does entry 2 give?
A: 1